Entry 1:
Below is a molecular structure, C23H25FeN3O6 in a non-equilibrium geometry, with properties calculated with ωB97M-V/def2-TZVPD.

**Orbital gap (spin up / spin down)**: 6.80 / 5.64 eV
**Max |F|**: 2.5 eV Å⁻¹
**Lowest unoccupied orbital energy (spin up / spin down)**: -4.25 / -5.53 eV
**Energy relative to the best compared isomer or geometry (same formula, charge and spin)**: 0.0 kcal/mol

Structure (ORCA input):
```
! RIJCOSX wB97M-V def2-TZVPD def2/J DEFGRID3
* xyz 1 6
Fe 0.9643 0.8026 -0.0366
C 3.9548 1.2105 1.4544
O 2.7143 0.4999 1.4774
C 2.6753 -0.8362 1.8329
C 3.7227 -1.7563 2.0556
C 3.3747 -3.0775 2.3894
C 2.0612 -3.4875 2.5536
C 0.9791 -2.6598 2.2323
C 1.3066 -1.3235 1.8705
N 0.3280 -0.3970 1.4310
N -0.9084 -0.7861 1.5482
C -1.7376 0.2945 1.5110
C -1.3182 1.6807 1.2664
O -0.0941 2.0436 1.1235
C -2.3180 2.6750 1.3081
C -3.6550 2.3711 1.4274
C -4.0942 1.0215 1.5549
C -5.4529 0.6417 1.6172
C -5.7885 -0.6970 1.7550
C -4.8250 -1.6906 1.8952
C -3.4937 -1.3483 1.8580
C -3.1308 -0.0211 1.6634
H 4.5179 1.0174 2.3615
H 4.5691 0.9342 0.5821
H 3.7183 2.2907 1.4022
H 4.7801 -1.4236 1.9895
H 4.1640 -3.8095 2.5629
H 1.8581 -4.4897 2.8958
H -0.0257 -3.0457 2.2461
H -1.9590 3.6784 1.1943
H -4.4375 3.1146 1.4318
H -6.2309 1.3951 1.5238
H -6.8296 -0.9787 1.7393
H -5.0990 -2.7145 2.0108
H -2.7546 -2.1272 1.9864
C -2.1859 1.6951 -2.4202
C -0.7369 1.2380 -2.7359
C -0.2541 1.5192 -4.1442
O 0.1468 1.9611 -1.7888
C -0.6736 -0.2910 -2.4188
O -1.0420 -1.0323 -3.3153
O -0.2522 -0.5738 -1.2283
H -2.2430 2.7602 -2.5538
H -2.4419 1.4310 -1.4037
H -2.8867 1.1993 -3.1035
H -0.2792 2.6053 -4.3121
H -0.9482 1.0112 -4.8317
H 0.7740 1.1775 -4.2920
H 0.3316 2.8718 -2.1364
C 4.4281 -0.3368 -2.4342
C 3.0759 -0.3665 -1.8372
N 2.4456 -1.5614 -1.8140
O 2.5512 0.6897 -1.3347
H 5.1034 -1.1030 -2.0155
H 4.8411 0.6728 -2.3138
H 4.4201 -0.5974 -3.4862
H 2.8381 -2.3873 -2.2634
H 1.4518 -1.5844 -1.5317
*
```

Entry 2:
Below is 2 unconnected molecules or ions with the total composition C23H25IO7 in a non-equilibrium geometry, with properties calculated with ωB97M-V/def2-TZVPD.

**Orbital gap**: 8.62 eV
**Structure (SMILES)**: CC(=O)OCCCc1ccc2c(c1I)C(=O)c1ccc(CCCO)c(O)c1C2=O.CO
**Max |F|**: 2.8 eV Å⁻¹
**Lowest unoccupied orbital energy**: -0.52 eV
**Energy relative to the best compared isomer or geometry (same formula, charge and spin)**: 0.0 kcal/mol

Structure (ORCA input):
```
! RIJCOSX wB97M-V def2-TZVPD def2/J DEFGRID3
* xyz 0 1
C 6.9334 -1.5611 -2.1521
C 6.5243 -0.3050 -1.3830
O 6.3430 -0.3879 -0.1856
O 6.4295 0.8660 -2.0831
C 5.0768 1.2981 -2.2780
C 4.4284 1.8521 -0.9845
C 3.5821 3.1397 -1.1938
C 2.1667 2.8731 -0.6987
C 1.9147 2.9907 0.6382
C 0.6558 2.7123 1.1100
C -0.3026 2.3283 0.2221
C -0.0718 2.2161 -1.1281
C 1.1935 2.4964 -1.6080
I 1.5816 2.2995 -3.6789
C -1.2277 1.7521 -1.9934
O -1.4926 2.2428 -3.0723
C -2.0454 0.6548 -1.3674
C -2.5089 -0.3862 -2.1075
C -3.2149 -1.3777 -1.4628
C -3.4232 -1.2943 -0.1131
C -4.1654 -2.4243 0.5791
C -3.0940 -3.3802 1.2082
C -2.4250 -4.2981 0.1924
O -1.3021 -3.6119 -0.3820
C -2.9779 -0.2301 0.6261
O -3.2228 -0.1779 1.9745
C -2.2679 0.7679 -0.0152
C -1.6883 1.9644 0.6902
O -2.2919 2.5953 1.5401
H 6.7182 -1.4944 -3.2163
H 6.4313 -2.3871 -1.6539
H 8.0022 -1.7015 -1.9749
H 5.1387 2.1259 -2.9869
H 4.4412 0.5386 -2.7432
H 5.2175 1.9655 -0.2425
H 3.7818 1.0645 -0.5870
H 3.5931 3.5083 -2.2155
H 4.0126 3.9068 -0.5450
H 2.6731 3.2646 1.3605
H 0.3876 2.7625 2.1577
H -2.3174 -0.4481 -3.1707
H -3.5863 -2.2486 -1.9863
H -4.7582 -2.0555 1.4150
H -4.7378 -2.9846 -0.1599
H -3.5117 -3.9399 2.0455
H -2.2991 -2.7276 1.5797
H -3.1074 -4.5987 -0.6123
H -2.0326 -5.1826 0.7080
H -0.8854 -4.2245 -0.9944
H -2.4381 0.2460 2.3408
C -4.9433 -0.0685 4.7399
O -4.5933 -0.7571 5.9405
H -4.2461 -0.3657 3.9619
H -5.9581 -0.3369 4.4335
H -4.8748 1.0120 4.8914
H -5.2151 -0.4884 6.6210
*
```

Entry 3:
Below is a molecular structure, C23H25N15O3Ti in a non-equilibrium geometry, with properties calculated with ωB97M-V/def2-TZVPD.

**Orbital gap**: 8.23 eV
**Max |F|**: 4.8 eV Å⁻¹
**Lowest unoccupied orbital energy**: -6.65 eV
**Energy relative to the best compared isomer or geometry (same formula, charge and spin)**: 27.4 kcal/mol

Structure (ORCA input):
```
! RIJCOSX wB97M-V def2-TZVPD def2/J DEFGRID3
* xyz 2 1
Ti 7.9517 10.0575 10.9799
O 3.9931 9.6209 11.9194
C 5.1992 9.5023 11.8707
N 6.0172 10.0325 10.9344
C 5.4649 10.4084 9.6168
C 6.2695 9.7921 8.5254
C 5.7244 9.5162 7.2548
C 6.5282 8.8759 6.3055
C 7.7987 8.5297 6.5806
C 8.2753 8.9523 7.8272
N 7.5377 9.5205 8.8092
C 5.8658 8.6736 12.9345
C 5.1199 8.0152 13.9212
C 5.8947 7.3106 14.8338
C 7.2282 7.1674 14.6462
C 7.8306 7.8002 13.5797
N 7.1782 8.6196 12.7589
H 5.3746 11.5073 9.4068
H 4.3920 10.1223 9.5668
H 4.7048 9.6994 7.1047
H 6.1563 8.6722 5.2959
H 8.4713 8.0473 5.8734
H 9.3209 8.8798 7.9974
H 4.0827 8.1840 13.8823
H 5.3592 6.7739 15.6712
H 7.8174 6.5814 15.3057
H 8.8599 7.6398 13.4038
N 11.2343 11.1311 13.5232
C 9.9065 11.3073 13.2914
N 9.5505 10.3159 12.4435
C 10.6875 9.6480 12.3039
N 11.7285 10.1311 12.8635
C 10.5694 8.4054 11.4703
C 11.4426 7.3201 11.3818
N 11.1679 6.1928 10.7595
C 9.9050 6.0773 10.2755
C 9.0611 7.1799 10.2299
N 9.3154 8.3118 10.8948
H 11.8176 11.7730 14.0660
H 9.2319 11.9722 13.8451
H 12.3977 7.3794 11.8750
H 9.5968 5.1057 9.8798
H 7.9898 7.0665 9.8359
C 12.3055 12.0828 8.0220
C 11.1271 11.2386 8.6235
N 11.1908 9.9649 8.8181
O 12.3627 9.3140 8.2630
C 9.9021 11.9793 9.0898
C 9.6164 13.3576 8.5401
N 9.1745 11.3575 9.9571
O 8.0297 11.8269 10.4804
H 12.5875 12.7308 8.8934
H 12.0270 12.7311 7.2483
H 13.2160 11.4124 7.7739
H 13.1453 9.5528 8.8024
H 10.4867 14.0266 8.6665
H 8.6424 13.6052 8.8756
H 9.4892 13.2880 7.4064
N 4.5928 12.5921 15.7571
N 5.4247 12.6418 14.6403
N 5.2464 13.5191 13.6743
C 6.1906 13.1327 12.8349
N 6.8129 11.9905 13.2509
N 6.3739 11.7491 14.4243
H 4.1073 11.7713 15.5901
H 3.9708 13.3519 15.6355
H 6.3536 13.6417 11.8635
*
```

Entry 4:
Below is a molecular structure, C23H25N2O2Pm in a non-equilibrium geometry, with properties calculated with ωB97M-V/def2-TZVPD.

**Orbital gap (spin up / spin down)**: 8.28 / 8.35 eV
**Max |F|**: 2.3 eV Å⁻¹
**Lowest unoccupied orbital energy (spin up / spin down)**: -0.06 / -0.01 eV

Structure (ORCA input):
```
! RIJCOSX wB97M-V def2-TZVPD def2/J DEFGRID3
* xyz 0 5
C 2.2444 0.1202 2.8629
C 2.2492 -0.6289 1.6563
C 1.9627 0.2508 0.5823
H 2.4832 -1.6873 1.5602
C 1.7878 1.5609 1.1243
C 1.9763 1.4788 2.5333
H 1.5985 2.4653 0.5479
C -1.3881 -2.0175 3.2476
C -0.1458 -2.4380 2.6962
C -0.2605 -2.4190 1.2790
H 0.7370 -2.7485 3.2518
C -1.5713 -1.9632 0.9485
C -2.2704 -1.7183 2.1748
H 1.9795 -0.0132 -0.4741
H 1.9259 2.3096 3.2375
H 2.4555 -0.2790 3.8561
H -3.2953 -1.3461 2.2295
H 0.4969 -2.7014 0.5461
H -1.6341 -1.9392 4.3042
Pm -0.3322 0.1466 2.0006
C -2.0366 -1.4785 -0.4107
C -3.5604 -1.6402 -0.5193
C -1.3504 -2.2547 -1.5409
H -3.8372 -2.6679 -0.2348
H -3.8970 -1.4736 -1.5504
H -4.0937 -0.9366 0.1322
H -1.5408 -3.3307 -1.4073
H -0.2620 -2.1017 -1.5710
H -1.7627 -1.9565 -2.5150
C -1.5770 0.0274 -0.4301
C -2.2649 1.0083 -1.3732
H -0.4899 0.0592 -0.6486
H -1.8640 0.5191 0.5531
O -3.4203 1.3159 -1.1192
N -1.4602 1.5719 -2.3517
C -0.2925 2.3676 -1.9201
H -2.0230 2.0489 -3.0510
C 1.0116 1.8481 -2.4733
C 2.1875 2.5682 -2.2297
H 2.1147 3.5309 -1.7158
C 3.4235 2.0539 -2.6282
H 4.3348 2.6140 -2.4039
C 3.4849 0.8324 -3.3123
H 4.4527 0.4339 -3.6235
C 2.3053 0.1373 -3.6047
H 2.3359 -0.7997 -4.1615
C 1.0659 0.6486 -3.1893
H 0.1307 0.1335 -3.4235
H -0.2405 2.3839 -0.8121
H -0.4405 3.4186 -2.2274
O -0.1718 0.7981 6.3548
C -0.4705 0.8891 5.2059
N -0.7907 0.9983 4.0377
*
```